Arrangement w

Below is a molecular structure, C7H11N3O, with properties calculated with ωB97M-V with the def2-TZVPD basis set.

```
! wB97M-V def2-TZVPD RIJCOSX def2/J DEFGRID3
* xyz 0 1
C 2.907 0.587 0.258
C 1.573 1.019 0.418
C 2.806 -0.694 -0.193
C 0.798 0.064 -0.121
C -1.590 -0.853 -0.921
C -1.338 -1.266 1.027
C -0.920 -0.059 0.146
N 1.517 -1.018 -0.466
N -1.600 2.090 -0.523
N -1.613 1.121 0.458
O -2.100 -1.765 0.018
H 3.764 1.145 0.626
H 1.083 1.986 0.673
H 3.537 -1.557 0.011
H -2.373 -0.442 -1.471
H -1.111 -1.431 -1.691
H -0.590 -1.972 1.378
H -1.831 -1.025 1.982
H 1.225 -1.844 -0.812
H -0.644 2.359 -0.748
H -2.210 1.945 -1.360
H -1.289 1.610 1.311
*
```

Computed properties:
**Highest occupied orbital energy**: -8.34 eV
**Kohn-Sham gap**: 9.18 eV

Arrangement x

Below is 2 unconnected molecules or ions with the total composition C7H11N3O, with properties calculated with ωB97M-V with the def2-TZVPD basis set.

```
! wB97M-V def2-TZVPD RIJCOSX def2/J DEFGRID3
* xyz 0 1
C -2.337 1.086 -0.169
C -3.347 0.238 0.346
C 1.907 0.620 0.820
C 1.823 -0.893 0.879
C 1.919 0.959 -0.718
C 1.254 -1.330 -0.528
C 1.011 -0.080 -1.277
N -1.645 -0.928 -0.398
N -4.473 0.584 0.873
N -1.329 0.290 -0.535
O -2.901 -1.037 0.189
H -2.252 2.132 -0.131
H 1.028 0.972 1.219
H 2.777 1.173 1.247
H 2.696 -1.496 1.015
H 1.042 -1.104 1.497
H 1.645 2.069 -0.885
H 2.892 0.843 -1.121
H 2.081 -1.781 -1.153
H 0.460 -2.071 -0.429
H 0.478 0.001 -2.138
H -4.728 -0.250 1.398
*
```

Computed properties:
**Highest occupied orbital energy**: -6.51 eV
**Kohn-Sham gap**: 4.52 eV

Which structure wins on stability? arrangement w wins.

Arrangement w

Below is 2 unconnected molecules or ions with the total composition C3H11N2S, with properties calculated with ωB97M-V with the def2-TZVPD basis set.

```
! wB97M-V def2-TZVPD RIJCOSX def2/J DEFGRID3
* xyz 1 1
C 0.962 1.482 0.667
C 0.812 -0.007 0.274
C 1.364 -0.728 -0.919
N 1.422 -2.110 -0.659
N -0.139 -0.227 -0.780
S -3.294 0.780 0.604
H 1.463 1.692 1.613
H 1.395 2.124 0.005
H -0.115 1.863 0.771
H 0.829 -0.728 1.160
H 1.911 -0.374 -1.869
H 1.410 -2.721 -1.390
H 1.213 -2.427 0.295
H -0.446 0.512 -1.276
H -4.301 -0.013 0.945
H -0.858 -0.955 -0.709
H -3.628 1.837 1.268
*
```

Computed properties:
**Highest occupied orbital energy**: -13.15 eV
**Kohn-Sham gap**: 10.30 eV

Arrangement x

Below is 2 unconnected molecules or ions with the total composition C3H11N2S, with properties calculated with ωB97M-V with the def2-TZVPD basis set.

```
! wB97M-V def2-TZVPD RIJCOSX def2/J DEFGRID3
* xyz 1 1
C -2.632 -0.466 0.104
C -1.794 -0.362 -1.175
S -0.857 1.200 -1.364
H -3.702 -0.454 -0.094
H -2.408 0.355 0.781
H -2.424 -1.432 0.575
H -1.060 -1.164 -1.258
H -2.396 -0.438 -2.073
H -1.816 2.004 -0.891
N 2.875 0.559 -0.291
C 2.036 0.324 0.672
N 2.200 -0.532 1.659
H 3.755 0.084 -0.428
H 2.611 1.303 -0.929
H 1.086 0.834 0.673
H 1.402 -0.982 2.094
H 3.124 -0.832 1.943
*
```

Computed properties:
**Highest occupied orbital energy**: -12.43 eV
**Kohn-Sham gap**: 8.63 eV

Arrangement y

Below is 2 unconnected molecules or ions with the total composition C3H11N2S, with properties calculated with ωB97M-V with the def2-TZVPD basis set.

```
! wB97M-V def2-TZVPD RIJCOSX def2/J DEFGRID3
* xyz 1 1
C -0.601 -3.364 -0.502
N 0.749 -0.291 -1.992
C -0.060 -1.279 -1.631
N 0.295 -2.279 -0.874
H -0.206 -4.318 -0.856
H -1.593 -3.177 -0.989
H -0.736 -3.379 0.579
H 1.648 -0.184 -1.556
H 0.332 0.522 -2.442
H -1.103 -1.235 -1.987
H 1.248 -2.284 -0.488
C -0.774 2.040 0.640
S 0.313 2.499 2.049
H -1.165 2.946 0.144
H -0.188 1.483 -0.116
H -1.590 1.410 0.956
H -0.348 1.832 2.998
*
```

Computed properties:
**Highest occupied orbital energy**: -11.86 eV
**Kohn-Sham gap**: 8.09 eV

Which structure wins on stability? arrangement x wins.